This record from the OMol25 dataset describes a 8-piece molecular cluster, C82H58O16 overall at a distorted geometry. The level of theory is ωB97M-V/def2-TZVPD.

Summary:
HOMO-LUMO gap, eV: 8.1
Total energy, Ha: -4363.4877
Spin multiplicity: 1
E_HOMO, Ha: -0.348
ΔE to the lowest compared entry with this formula, charge and spin, kcal/mol: 0.0

Each line ends with the Löwdin charge.
Positions of all 156 atoms, in Å:
C1 0.41553 6.14133 -3.95553  -0.024
C2 -0.92861 -5.93772 3.32479  -0.010
C3 3.45917 -1.17631 -2.54471  0.002
C4 4.30077 0.90236 -1.40217  -0.261
C5 -0.76886 3.52226 4.09753  -0.081
C6 2.89166 -1.74944 -3.62143  -0.071
C7 4.07939 3.16667 -2.63060  -0.094
C8 -3.49539 -3.43479 0.97974  -0.070
C9 3.63455 0.24084 -2.54603  -0.073
H1 0.88283 7.66576 -2.50182  0.103
C10 -1.56278 3.59514 1.86066  -0.082
C11 0.22869 -2.75906 6.97763  -0.064
H2 1.89719 -1.47465 -5.46734  0.121
O1 2.35279 -3.02893 6.00555  0.124
C12 0.39481 3.91087 -3.05777  -0.011
C13 -3.53136 1.71012 -1.50002  -0.028
H3 -4.17895 2.57371 -8.00087  0.120
C14 -0.57927 -0.45698 -1.20140  -0.121
C15 1.21999 -2.69283 5.87281  -0.303
H4 -1.89584 5.22409 -2.01840  0.121
H5 -2.68707 -3.16060 -2.82946  0.112
H6 -1.24121 2.49520 -7.53679  0.143
H7 3.62192 5.06696 -3.47968  0.129
H8 5.32719 5.02259 0.41779  0.099
C16 0.75626 -2.21500 4.52129  -0.067
C17 -1.84988 -5.17637 2.58690  -0.066
H9 0.22735 2.87949 -3.15613  0.096
C18 3.59864 2.44657 -3.81208  -0.271
C19 0.55249 -3.39316 8.16192  -0.007
C20 -0.92731 4.20526 2.93509  -0.009
C21 2.50527 -7.23895 -0.05306  -0.177
H10 -3.29456 4.14767 -3.80426  0.101
C22 1.88453 5.30039 0.76630  -0.091
C23 -1.03049 -1.67328 2.93517  0.022
C24 -0.57522 -1.90528 4.25415  -0.100
O2 -1.24994 -0.00609 -9.28911  0.146
C25 3.27722 0.98325 -3.65511  -0.082
C26 1.38872 6.25379 -0.27004  -0.275
C27 1.68320 3.93079 0.51038  -0.076
H11 -2.36877 0.67716 3.22146  0.108
C28 -1.07689 -2.21319 6.75554  -0.097
C29 -2.32164 4.23508 -1.82553  0.015
C30 -2.88913 -4.54661 4.66751  0.002
H12 -1.33484 0.97702 -2.82615  0.110
C31 -2.43311 -4.18636 0.36473  -0.112
C32 -3.76903 -3.57107 2.44516  -0.266
C33 0.24940 4.78800 -4.12451  -0.058
C34 -1.88723 -5.20888 5.36037  -0.067
H13 -0.35002 -1.28086 1.00926  0.062
H14 4.38852 -6.32861 0.73707  0.144
O3 -1.55519 -0.90932 -4.42870  0.116
C35 -2.79220 1.60607 0.88344  -0.261
H15 -4.82500 1.02282 -7.65817  0.122
H16 -2.10345 -1.46205 2.78128  0.116
O4 -0.54757 -2.07902 -2.89804  0.048
H17 1.09324 -1.83225 -1.61166  0.085
C36 -0.56380 0.22926 -2.56848  -0.058
H18 -0.05447 0.04330 -0.38699  0.092
H19 2.48507 0.91762 -5.62858  0.117
H20 2.62897 6.74943 2.04999  0.124
H21 0.11174 6.86518 -4.71401  0.113
C37 3.98385 4.54308 -2.59792  -0.010
H22 -4.17784 1.82841 -3.51721  0.108
H23 3.07316 -6.69028 1.94803  0.124
H24 2.94380 -8.22699 -0.26664  0.125
C38 -1.44738 -1.72204 5.40718  -0.303
C39 4.94356 4.47585 -0.39629  -0.060
C40 -2.88909 2.30542 -0.44079  -0.082
C41 -3.88138 1.53596 -7.82850  -0.179
H25 -0.26988 4.06474 4.92210  0.128
H26 1.80689 1.96834 1.47783  0.134
H27 2.64043 -2.77423 -3.70441  0.108
C42 1.37262 -1.73317 2.22293  -0.023
C43 -4.10145 -2.53492 -1.23515  -0.011
O5 -3.35314 0.53927 1.06984  0.095
H28 3.81698 -1.74602 -1.68739  0.124
C44 2.42905 -0.97432 -4.67126  -0.056
C45 -1.58005 -5.05531 1.08068  -0.268
C46 2.34709 -6.30622 -1.18588  -0.077
C47 -2.08632 2.32926 1.97748  -0.067
C48 -1.57405 1.45428 -7.34794  -0.073
H29 -0.26261 -4.04101 10.03117  0.113
C49 -0.95000 -0.95554 -3.40158  -0.565
C50 1.04676 5.80121 -1.60769  -0.108
C51 -1.71137 4.33264 0.58085  -0.310
H30 -1.68658 -5.18512 6.41503  0.107
O6 1.85146 -3.90438 -0.82535  0.060
H31 -1.56277 -0.65159 -0.78706  0.101
H32 -5.08178 -2.08554 0.66858  0.114
H33 -0.80576 1.00904 -6.80243  0.097
H34 -3.14133 0.46502 -6.27206  0.112
H35 1.50790 -7.54130 0.35967  0.133
H36 -1.31011 -4.64203 -1.40600  0.133
C52 -3.57774 2.32898 -2.75418  -0.064
H37 2.98154 2.79184 3.41341  0.111
C53 0.75746 6.63760 -2.65462  0.021
O7 0.66913 2.30118 -0.88499  0.104
H38 -2.32336 -2.74592 9.77721  0.107
C54 2.28491 -4.99417 -0.42249  -0.499
O8 -2.51454 -1.15950 5.22627  0.099
C55 2.86245 4.79287 2.89218  -0.051
H39 4.53939 6.32808 -1.48446  0.130
O9 3.40809 3.00466 -4.88918  0.094
C56 1.72481 -2.12332 3.50020  0.004
O10 -4.68101 -2.95327 2.95058  0.110
C57 -1.87186 1.66090 3.18761  0.017
H40 0.05663 4.44644 -5.12076  0.106
C58 -1.90295 0.71089 -8.61150  -0.459
C59 -2.90874 1.43970 -6.67030  -0.166
H41 2.76306 -2.41545 3.75675  0.130
C60 -1.62771 -2.79855 8.96084  -0.052
C61 -0.01014 -1.63872 1.96181  -0.027
H42 3.20145 -6.25114 -1.88132  0.141
C62 2.64201 0.36253 -4.73089  -0.009
C63 -0.96904 -5.92926 4.67215  -0.091
O11 2.69928 -5.17758 0.77039  0.056
C64 -0.40215 -3.44301 9.13631  -0.054
H43 1.42509 -6.34652 -1.76584  0.132
C65 2.03051 3.03640 1.50690  -0.021
C66 1.05308 3.45159 -0.75898  -0.274
C67 4.88561 3.11607 -0.38220  -0.014
H44 5.21656 2.55291 0.45052  0.113
H45 0.44364 0.57309 -2.81389  0.110
O12 1.32776 7.47900 -0.06385  0.094
O13 -3.24280 0.89577 -8.93882  0.020
C68 -2.19240 -4.12979 -0.99379  -0.004
H46 -3.02271 2.17611 -5.90624  0.096
C69 -3.00983 -3.29482 -1.77587  -0.037
H47 -4.06866 0.74586 -1.34514  0.129
C70 0.85353 4.39904 -1.85137  -0.103
H48 3.27789 5.12196 3.83025  0.112
C71 4.42869 2.40094 -1.49201  -0.049
C72 2.48277 5.68808 1.94703  -0.020
H49 -0.07964 -6.34615 5.15087  0.122
C73 -2.81746 -4.49230 3.27687  -0.085
C74 3.31106 -6.44798 0.93594  -0.124
H50 -0.22605 -6.57647 2.79987  0.117
C75 0.01036 -1.84338 -1.60028  -0.146
C76 -3.03477 3.62284 -2.89536  -0.041
H51 -0.59956 5.23558 2.87232  0.130
C77 -4.32534 -2.67141 0.17229  -0.001
H52 -3.65086 -3.88202 5.13972  0.138
C78 -2.25121 3.56787 -0.57311  -0.055
H53 2.05271 -1.59983 1.38247  0.114
C79 -1.95184 -2.20036 7.77998  -0.028
H54 -2.92192 -1.73511 7.57596  0.137
H55 -1.09064 1.68759 5.13153  0.110
H56 -0.03091 -2.67195 -0.89377  0.089
H57 -4.73816 -1.90347 -1.88740  0.113
H58 1.46337 -3.85124 8.34224  0.103
O14 4.60540 0.25040 -0.40637  0.093
C80 2.65486 3.44459 2.63197  -0.066
C81 4.47141 5.22135 -1.48742  -0.035
O15 -1.37529 5.44680 0.37198  0.150
O16 -0.75633 -5.81703 0.55825  0.074
C82 -1.16753 2.23929 4.21504  -0.052